i:
Here is a 3-piece molecular cluster, C3H10O3 overall from the Open Molecules 2025 dataset. Energies are from ωB97M-V/def2-TZVPD.

The geometry in ORCA input format:
```
! RIJCOSX wB97M-V def2-TZVPD def2/J DEFGRID3
* xyz 0 1
C -0.876 -0.917 1.079
C 0.361 -0.450 1.246
C 1.443 -0.840 0.260
O 0.993 -1.165 -1.077
H -1.745 -0.611 1.639
H -0.944 -1.520 0.183
H 0.779 0.196 2.008
H 2.284 -0.159 0.144
H 1.879 -1.784 0.611
H 0.174 -0.671 -1.217
O 0.680 2.135 -0.350
H 0.647 1.502 -1.063
H 0.800 2.995 -0.754
O -2.029 0.426 -1.243
H -1.497 0.318 -0.442
H -2.950 0.546 -1.024
*
```

The HOMO energy is -0.36496 hartree. The calculation puts the lowest unoccupied orbital energy at 0.027 Ha. Its SMILES is C=CCO.O.O.

Löwdin atomic charges, in units of e:
1 C -0.02
2 C -0.14
3 C -0.25
4 O -0.09
5 H 0.07
6 H 0.07
7 H 0.11
8 H 0.11
9 H 0.12
10 H 0.04
11 O -0.04
12 H 0.02
13 H 0.04
14 O -0.06
15 H -0.03
16 H 0.04

ii:
Here is a 3-piece molecular cluster, C3H10O3 overall from the Open Molecules 2025 dataset. Energies are from ωB97M-V/def2-TZVPD.

The geometry in ORCA input format:
```
! RIJCOSX wB97M-V def2-TZVPD def2/J DEFGRID3
* xyz 0 1
C 1.622 -0.291 -0.519
C 0.600 -0.933 0.125
C 0.307 -2.381 -0.114
O 0.001 -0.347 1.194
H 1.512 0.626 -1.089
H 2.385 -0.913 -0.990
H 1.275 -2.888 0.020
H -0.410 -2.924 0.500
H 0.004 -2.587 -1.142
H -0.048 0.618 1.140
O -0.281 2.613 0.645
H 0.216 2.612 -0.176
H -0.948 3.301 0.437
O -1.685 0.526 -1.188
H -1.407 -0.094 -0.500
H -2.043 1.248 -0.686
*
```

The HOMO energy is -0.30024 hartree. The calculation puts the lowest unoccupied orbital energy at 0.014 Ha. Its SMILES is C=C(C)O.O.O.

Löwdin atomic charges, in units of e:
1 C 0.02
2 C -0.47
3 C -0.04
4 O 0.02
5 H 0.05
6 H 0.05
7 H 0.09
8 H 0.08
9 H 0.09
10 H 0.07
11 O -0.05
12 H 0.04
13 H 0.07
14 O -0.04
15 H 0.01
16 H 0.01

Most stable of them? i.

i:
Here is an isolated ion of composition C9H10N3O and charge +1 from the Open Molecules 2025 dataset. Energies are from ωB97M-V/def2-TZVPD.

The geometry in ORCA input format:
```
! RIJCOSX wB97M-V def2-TZVPD def2/J DEFGRID3
* xyz 1 1
C -3.217 -0.577 -0.286
C -1.766 -0.994 -0.232
C -0.931 -0.061 -0.689
N 0.428 -0.390 -0.772
N 0.971 -1.649 -1.075
C 2.187 -1.925 -0.487
O 2.944 -2.818 -0.528
N 2.475 -0.620 0.148
C 3.573 -0.273 0.796
C 3.653 0.903 1.496
C 2.508 1.686 1.431
C 1.385 1.344 0.687
C 1.382 0.162 -0.014
H -3.702 -1.457 -0.636
H -3.548 -0.442 0.782
H -3.422 0.404 -0.784
H -1.574 -1.851 0.333
H -1.190 0.730 -1.389
H 0.396 -2.236 -1.651
H 4.419 -0.994 0.811
H 4.649 1.221 2.058
H 2.477 2.708 1.992
H 0.588 1.995 0.603
*
```

The HOMO energy is -0.47052 hartree. The calculation puts the lowest unoccupied orbital energy at -0.150 Ha. Its SMILES is C/C=C/[n+]1[nH]c(=O)n2ccccc21.

Löwdin atomic charges, in units of e:
1 C -0.07
2 C -0.07
3 C -0.08
4 N -0.02
5 N 0.20
6 C -0.39
7 O 0.19
8 N 0.12
9 C -0.01
10 C -0.03
11 C -0.02
12 C 0.04
13 C -0.18
14 H 0.07
15 H 0.11
16 H 0.10
17 H 0.11
18 H 0.14
19 H 0.18
20 H 0.17
21 H 0.18
22 H 0.17
23 H 0.10

ii:
Here is an isolated ion of composition C9H10N3O and charge +1 from the Open Molecules 2025 dataset. Energies are from ωB97M-V/def2-TZVPD.

The geometry in ORCA input format:
```
! RIJCOSX wB97M-V def2-TZVPD def2/J DEFGRID3
* xyz 1 1
C -0.776 -1.937 0.637
N 0.573 -1.265 0.613
C 1.741 -2.014 1.121
C 2.961 -1.436 1.028
O 3.229 -0.228 0.477
N 2.061 0.431 0.049
C 0.770 -0.056 0.108
C -0.291 0.819 -0.385
C -1.466 1.092 0.379
C -2.489 1.776 -0.248
C -2.211 2.382 -1.453
N -1.112 2.150 -2.176
C -0.136 1.427 -1.649
H -0.546 -2.939 1.184
H -1.534 -1.441 1.267
H -1.132 -1.973 -0.391
H 1.355 -2.969 1.354
H 3.852 -2.058 1.355
H 2.458 1.119 -0.587
H -1.574 1.074 1.472
H -3.415 2.101 0.305
H -2.993 2.821 -2.117
H 0.676 1.122 -2.344
*
```

The HOMO energy is -0.46460 hartree. The calculation puts the lowest unoccupied orbital energy at -0.164 Ha. Its SMILES is CN1C=CO[NH+]=C1c1cccnc1.

Löwdin atomic charges, in units of e:
1 C 0.03
2 N -0.04
3 C 0.02
4 C -0.07
5 O 0.01
6 N 0.14
7 C -0.15
8 C -0.13
9 C -0.01
10 C -0.04
11 C -0.11
12 N 0.09
13 C -0.07
14 H 0.13
15 H 0.09
16 H 0.11
17 H 0.10
18 H 0.17
19 H 0.18
20 H 0.14
21 H 0.14
22 H 0.14
23 H 0.14

Most stable of them? i.

i:
Here is a 2-piece molecular cluster, C4H11NO3 overall from the Open Molecules 2025 dataset. Energies are from ωB97M-V/def2-TZVPD.

The geometry in ORCA input format:
```
! RIJCOSX wB97M-V def2-TZVPD def2/J DEFGRID3
* xyz 0 1
C 0.324 0.294 -1.608
N 0.335 0.365 -0.076
C 1.588 1.016 0.343
C 0.397 -0.971 0.416
C -1.027 -1.493 0.383
O -2.088 -0.969 0.799
O -1.334 -2.419 -0.610
H 0.844 -0.460 -2.132
H 0.917 1.224 -1.865
H -0.614 0.238 -2.192
H 1.758 1.647 -0.594
H 1.181 1.664 1.215
H 2.555 0.556 0.615
H 0.741 -0.898 1.558
H 1.060 -1.757 -0.192
H -2.315 -2.438 -0.793
O -1.787 1.712 1.585
H -1.182 1.603 2.241
H -1.354 1.085 0.907
*
```

The HOMO energy is -0.36868 hartree. The calculation puts the lowest unoccupied orbital energy at 0.021 Ha. Its SMILES is CN(C)CC(=O)O.O.

Löwdin atomic charges, in units of e:
1 C -0.06
2 N -0.26
3 C -0.10
4 C -0.19
5 C -0.41
6 O 0.04
7 O 0.03
8 H 0.06
9 H 0.08
10 H 0.10
11 H 0.08
12 H 0.11
13 H 0.09
14 H 0.17
15 H 0.17
16 H 0.14
17 O -0.06
18 H -0.05
19 H 0.03

ii:
Here is a 2-piece molecular cluster, C4H11NO3 overall from the Open Molecules 2025 dataset. Energies are from ωB97M-V/def2-TZVPD.

The geometry in ORCA input format:
```
! RIJCOSX wB97M-V def2-TZVPD def2/J DEFGRID3
* xyz 0 1
C 0.341 -0.924 -1.470
C 0.978 0.199 -0.657
N 1.575 -0.372 0.554
C -0.022 1.305 -0.264
C -1.259 0.846 0.482
O -1.596 1.290 1.577
O -2.119 0.204 -0.317
H -0.194 -0.516 -2.324
H 1.110 -1.604 -1.835
H -0.356 -1.487 -0.857
H 1.743 0.691 -1.284
H 2.222 -1.115 0.315
H 2.077 0.334 1.082
H 0.481 2.044 0.363
H -0.356 1.799 -1.178
H -2.906 -0.044 0.192
O -0.794 -1.191 1.786
H -1.052 -0.402 2.362
H 0.125 -1.056 1.473
*
```

The HOMO energy is -0.36471 hartree. The calculation puts the lowest unoccupied orbital energy at 0.025 Ha. Its SMILES is C[C@H](N)CC(=O)O.O.

Löwdin atomic charges, in units of e:
1 C -0.06
2 C -0.43
3 N 0.03
4 C -0.06
5 C -0.54
6 O 0.04
7 O 0.10
8 H 0.08
9 H 0.08
10 H 0.07
11 H 0.13
12 H 0.09
13 H 0.10
14 H 0.13
15 H 0.13
16 H 0.14
17 O -0.11
18 H 0.07
19 H -0.01

Most stable of them? ii.

i:
Here is one molecule with the formula C4H11NO3 from the Open Molecules 2025 dataset. Energies are from ωB97M-V/def2-TZVPD.

The geometry in ORCA input format:
```
! RIJCOSX wB97M-V def2-TZVPD def2/J DEFGRID3
* xyz 0 1
C 1.077 2.228 1.363
C 0.368 1.636 0.168
C -0.087 -0.048 0.500
O -1.298 -0.135 1.153
N -0.019 -0.616 -0.777
O -1.124 -0.184 -1.549
C -0.120 -2.306 -0.638
O -0.216 -2.774 -1.944
H 1.255 3.297 1.224
H 2.042 1.743 1.507
H 0.484 2.097 2.268
H -0.588 2.118 -0.035
H 0.966 1.688 -0.738
H 0.683 -0.477 1.142
H -1.950 0.329 0.607
H -1.777 -0.905 -1.588
H -1.035 -2.610 -0.115
H 0.787 -2.628 -0.116
H 0.552 -2.453 -2.432
*
```

The HOMO energy is -0.33056 hartree. The calculation puts the lowest unoccupied orbital energy at 0.029 Ha. Its SMILES is CC[C@@H](O)N(O)CO.

Löwdin atomic charges, in units of e:
1 C -0.14
2 C -0.14
3 C -0.40
4 O -0.01
5 N -0.13
6 O -0.05
7 C -0.15
8 O -0.05
9 H 0.07
10 H 0.07
11 H 0.07
12 H 0.09
13 H 0.09
14 H 0.15
15 H 0.10
16 H 0.10
17 H 0.12
18 H 0.12
19 H 0.10

ii:
Here is a 2-piece molecular cluster, C4H11NO3 overall from the Open Molecules 2025 dataset. Energies are from ωB97M-V/def2-TZVPD.

The geometry in ORCA input format:
```
! RIJCOSX wB97M-V def2-TZVPD def2/J DEFGRID3
* xyz 0 1
O -1.285 0.629 3.276
C -1.249 -0.047 2.300
N -0.145 0.037 1.370
C -0.630 0.443 0.038
C 0.515 -0.018 -0.993
C 1.091 1.279 -1.606
O 2.293 0.827 -2.255
H -2.034 -0.913 2.294
H 0.821 0.399 1.692
H -1.620 -0.002 -0.181
H -0.613 1.549 -0.214
H 0.095 -0.540 -1.814
H 1.159 -0.807 -0.686
H 0.546 1.905 -2.433
H 1.393 1.914 -0.803
H 2.947 0.716 -1.534
O -1.470 -2.366 0.343
H -1.188 -3.138 0.811
H -0.626 -1.867 0.395
*
```

The HOMO energy is -0.34959 hartree. The calculation puts the lowest unoccupied orbital energy at 0.022 Ha. Its SMILES is O=CNCCCO.O.

Löwdin atomic charges, in units of e:
1 O 0.05
2 C -0.35
3 N -0.04
4 C -0.21
5 C -0.17
6 C -0.26
7 O -0.11
8 H 0.16
9 H 0.18
10 H 0.12
11 H 0.12
12 H 0.09
13 H 0.10
14 H 0.16
15 H 0.09
16 H 0.09
17 O -0.07
18 H 0.03
19 H 0.01

Most stable of them? ii.

i:
Here is a 2-piece molecular cluster, C4H11NO3 overall from the Open Molecules 2025 dataset. Energies are from ωB97M-V/def2-TZVPD.

The geometry in ORCA input format:
```
! RIJCOSX wB97M-V def2-TZVPD def2/J DEFGRID3
* xyz 0 1
C -1.474 -0.335 0.664
C 0.040 -0.259 0.609
O 0.517 0.293 1.838
C 0.364 0.906 -0.410
N 0.300 2.251 0.066
C 1.650 0.749 -1.198
O 2.421 -0.147 -0.968
H -1.978 -0.476 -0.293
H -1.834 0.563 1.149
H -1.776 -1.222 1.303
H 0.748 -1.039 0.307
H 0.840 -0.325 2.496
H -0.486 0.774 -1.156
H -0.650 2.531 0.254
H 0.902 2.544 0.819
H 1.806 1.622 -1.854
O -0.703 -2.943 -1.486
H -0.960 -2.525 -0.659
H 0.272 -2.963 -1.479
*
```

The HOMO energy is -0.34524 hartree. The calculation puts the lowest unoccupied orbital energy at 0.023 Ha. Its SMILES is C[C@H](O)[C@@H](N)C=O.O.

Löwdin atomic charges, in units of e:
1 C -0.06
2 C -0.37
3 O -0.05
4 C -0.35
5 N 0.06
6 C -0.21
7 O 0.06
8 H 0.08
9 H 0.08
10 H 0.10
11 H 0.13
12 H 0.10
13 H 0.16
14 H 0.08
15 H 0.09
16 H 0.13
17 O -0.06
18 H 0.00
19 H 0.05

ii:
Here is a 4-piece molecular cluster, C4H11NO3 overall from the Open Molecules 2025 dataset. Energies are from ωB97M-V/def2-TZVPD.

The geometry in ORCA input format:
```
! RIJCOSX wB97M-V def2-TZVPD def2/J DEFGRID3
* xyz 0 1
C -0.520 -1.258 0.401
C -1.532 -0.327 0.356
C -1.630 0.199 1.639
N -0.480 -0.225 2.364
C 0.101 -1.250 1.658
H -0.227 -1.840 -0.495
H -2.364 -0.200 -0.409
H -2.441 0.642 2.186
H -0.438 -0.117 3.397
H 0.914 -1.942 1.898
O 1.709 -0.635 -2.023
H 1.116 -0.261 -2.674
H 2.589 -0.408 -2.216
O 2.814 1.427 0.529
H 2.444 0.872 -0.234
H 2.751 2.324 0.214
O -1.443 0.697 -2.413
H -2.297 1.274 -2.556
H -1.066 1.029 -1.623
*
```

The HOMO energy is -0.28982 hartree. The calculation puts the lowest unoccupied orbital energy at 0.022 Ha. Its SMILES is c1cc[nH]c1.O.O.O.

Löwdin atomic charges, in units of e:
1 C -0.15
2 C -0.16
3 C -0.12
4 N 0.00
5 C -0.13
6 H 0.10
7 H 0.11
8 H 0.09
9 H 0.16
10 H 0.11
11 O -0.03
12 H 0.03
13 H 0.01
14 O -0.09
15 H 0.04
16 H 0.01
17 O -0.10
18 H 0.11
19 H -0.02

iii:
Here is a 2-piece molecular cluster, C4H11NO3 overall from the Open Molecules 2025 dataset. Energies are from ωB97M-V/def2-TZVPD.

The geometry in ORCA input format:
```
! RIJCOSX wB97M-V def2-TZVPD def2/J DEFGRID3
* xyz 0 1
C -0.857 0.216 1.247
C 1.192 -0.991 -0.023
C -0.654 -0.910 -1.714
C 0.155 1.143 1.825
N 0.246 -0.177 -0.847
O 0.436 -1.543 0.935
O 0.704 1.038 -1.438
O -1.883 0.746 0.565
H 1.254 0.788 -2.201
H -1.561 1.477 0.013
H -1.200 -0.608 1.850
H 1.677 -1.737 -0.690
H 1.966 -0.266 0.302
H -0.181 -1.139 -2.679
H -0.920 -1.841 -1.214
H -1.563 -0.330 -1.879
H 0.941 0.570 2.311
H 0.596 1.792 1.067
H -0.347 1.770 2.571
*
```

The HOMO energy (alpha / beta) is -0.30883 / -0.30884 hartree. The calculation puts the lowest unoccupied orbital energy (alpha / beta) at 0.018 / 0.018 Ha.

Löwdin atomic charges, in units of e:
1 C -0.16
2 C -0.40
3 C -0.06
4 C -0.04
5 N -0.28
6 O -0.20
7 O -0.04
8 O 0.06
9 H 0.10
10 H 0.12
11 H 0.13
12 H 0.12
13 H 0.11
14 H 0.09
15 H 0.10
16 H 0.08
17 H 0.09
18 H 0.09
19 H 0.10

iv:
Here is C4H11NO3 as an isolated structure from the Open Molecules 2025 dataset. Energies are from ωB97M-V/def2-TZVPD.

The geometry in ORCA input format:
```
! RIJCOSX wB97M-V def2-TZVPD def2/J DEFGRID3
* xyz 0 1
C 2.119 0.950 0.218
N 0.154 0.101 -1.055
C 1.258 -0.250 -0.119
O 0.243 1.188 -1.914
O -0.324 -1.031 -1.705
O 1.776 -1.364 -0.343
H 0.478 0.847 -2.795
H 0.355 -1.706 -1.431
H 2.675 1.275 -0.662
H 1.497 1.773 0.570
H 2.831 0.661 0.989
C -2.266 -0.684 0.729
C -1.136 0.092 1.326
H -3.196 -0.431 1.247
H -2.094 -1.756 0.800
H -2.421 -0.450 -0.319
H -1.118 1.141 1.058
H -1.014 -0.042 2.395
H 0.184 -0.316 1.012
*
```

The HOMO energy is -0.30745 hartree. The calculation puts the lowest unoccupied orbital energy at -0.009 Ha.

Löwdin atomic charges, in units of e:
1 C 0.00
2 N -0.27
3 C -0.48
4 O 0.01
5 O -0.01
6 O 0.04
7 H 0.11
8 H 0.10
9 H 0.10
10 H 0.08
11 H 0.09
12 C -0.15
13 C -0.11
14 H 0.08
15 H 0.08
16 H 0.06
17 H 0.07
18 H 0.06
19 H 0.14

Most stable of them? i.